*one*
Formula: C5H8N
Source: the Open Molecules 2025 dataset
Level of theory: the ωB97M-V functional and the def2-TZVPD basis

Summary:
- LUMO (eV) = -5.5
- net charge = +1
- Kohn-Sham gap (eV) = 10.47
- E_HOMO (eV) = -16.0

Last column: Mulliken charge in e.
CARTESIAN COORDINATES (ANGSTROEM)
C  1.333  -0.206  0.138  0.569
C  0.587  -1.044  -0.704  -0.566
C  1.706  1.113  0.533  -0.395
C  -0.426  0.138  -0.104  0.239
C  -1.961  -0.402  0.171  -1.063
N  0.559  0.378  1.082  -0.299
H  0.901  -0.883  -1.732  0.285
H  0.288  -2.001  -0.269  0.324
H  2.573  1.329  1.113  0.282
H  1.641  2.036  -0.009  0.249
H  -0.304  0.886  -0.941  0.360
H  -2.312  -0.125  1.181  0.339
H  -2.022  -1.436  -0.036  0.331
H  -2.563  0.218  -0.422  0.345


*two*
Formula: C5H8N
Source: the Open Molecules 2025 dataset
Level of theory: the ωB97M-V functional and the def2-TZVPD basis

Summary:
- LUMO (eV) = -5.1
- net charge = +1
- Kohn-Sham gap (eV) = 9.89
- E_HOMO (eV) = -15.0

Last column: Mulliken charge in e.
CARTESIAN COORDINATES (ANGSTROEM)
C  -1.215  1.076  0.302  0.634
C  -1.629  2.115  -0.362  -0.711
C  0.261  -0.677  1.498  -0.530
C  0.985  -1.346  -0.883  -1.127
C  0.852  -0.473  0.222  0.345
N  -0.556  0.040  0.452  -0.105
H  -1.014  2.930  -0.685  0.284
H  -2.512  2.467  -0.975  0.301
H  0.610  -0.271  2.363  0.355
H  0.424  -2.388  -0.769  0.295
H  0.491  -0.813  -1.674  0.321
H  2.061  -1.362  -1.181  0.361
H  1.465  0.443  0.072  0.346
H  -0.221  -1.741  1.620  0.232


Which is the most stable structure? *two* is the most stable.


*one*
Formula: C5H8N
Source: the Open Molecules 2025 dataset
Level of theory: the ωB97M-V functional and the def2-TZVPD basis

Summary:
- LUMO (eV) = -4.0
- net charge = +1
- Kohn-Sham gap (eV) = 10.33
- E_HOMO (eV) = -14.3

Last column: Mulliken charge in e.
CARTESIAN COORDINATES (ANGSTROEM)
C  0.572  1.056  1.793  -0.167
C  -0.314  -0.529  -1.505  0.536
C  -0.151  0.223  2.488  -0.651
C  0.755  1.105  0.206  -0.398
C  -0.739  -1.509  -2.358  -0.938
N  0.308  0.128  -0.802  0.101
H  -0.468  -2.432  -1.876  0.300
H  -0.768  -0.591  1.984  0.190
H  -0.184  0.537  3.512  0.279
H  0.361  2.034  -0.105  0.357
H  1.815  0.984  0.152  0.313
H  -1.882  -1.385  -2.340  0.314
H  1.086  1.830  2.200  0.406
H  -0.392  -1.453  -3.349  0.360


*two*
Formula: C5H8N
Source: the Open Molecules 2025 dataset
Level of theory: the ωB97M-V functional and the def2-TZVPD basis

Summary:
- LUMO (eV) = -6.1
- net charge = +1
- Kohn-Sham gap (eV) = 9.49
- E_HOMO (eV) = -15.6

Last column: Mulliken charge in e.
CARTESIAN COORDINATES (ANGSTROEM)
C  0.876  0.615  0.010  0.515
C  -0.742  0.460  1.371  -0.244
C  -0.602  -0.061  -0.021  0.625
C  2.040  0.637  -0.780  -1.124
C  -1.419  -0.199  -1.191  -1.254
N  0.350  1.352  0.928  -0.297
H  -1.728  0.986  1.574  0.277
H  -0.363  -0.252  2.156  0.284
H  1.926  -0.018  -1.658  0.316
H  2.928  0.429  -0.291  0.371
H  2.107  1.592  -1.100  0.398
H  -1.459  0.662  -1.813  0.398
H  -2.505  -0.418  -1.050  0.371
H  -1.047  -0.974  -1.878  0.366


*three*
Formula: C5H8N
Source: the Open Molecules 2025 dataset
Level of theory: the ωB97M-V functional and the def2-TZVPD basis

Summary:
- LUMO (eV) = -3.7
- net charge = +1
- Kohn-Sham gap (eV) = 9.90
- E_HOMO (eV) = -13.6

Last column: Mulliken charge in e.
CARTESIAN COORDINATES (ANGSTROEM)
C  -0.876  -0.473  -0.663  -0.510
C  -0.079  0.586  -0.050  0.157
C  -1.934  -0.431  0.392  -0.510
C  -1.483  0.870  -0.194  -0.402
C  1.146  0.664  0.335  -0.147
N  2.112  -0.376  0.001  -0.245
H  -0.895  -0.838  -1.621  0.349
H  -3.062  -0.584  0.232  0.274
H  -1.672  -0.775  1.434  0.189
H  -1.997  1.643  -0.658  0.377
H  1.721  1.445  0.919  0.346
H  2.017  -1.064  0.763  0.354
H  3.020  0.076  0.096  0.374
H  1.984  -0.742  -0.987  0.394


*four*
Formula: C5H8N
Source: the Open Molecules 2025 dataset
Level of theory: the ωB97M-V functional and the def2-TZVPD basis

Summary:
- LUMO (eV) = -8.0
- net charge = +1
- Kohn-Sham gap (eV) = 9.10
- E_HOMO (eV) = -17.1

Last column: Mulliken charge in e.
CARTESIAN COORDINATES (ANGSTROEM)
C  -0.924  2.016  0.212  -0.113
C  -0.545  0.673  0.265  0.713
C  -0.938  -0.280  1.288  -0.901
C  0.938  -1.176  -0.782  -1.164
C  0.683  0.324  -0.743  -0.212
N  -0.962  3.146  0.064  -0.133
H  -1.812  0.135  1.931  0.330
H  -0.283  -0.902  1.840  0.369
H  -1.418  -1.015  0.527  0.339
H  1.577  -1.382  -1.678  0.362
H  -0.066  -1.760  -0.895  0.320
H  1.622  -1.408  0.062  0.331
H  0.403  0.812  -1.715  0.422
H  1.725  0.817  -0.376  0.337


Which is the most stable structure? *one* is the most stable.


*one*
Formula: C5H8N
Source: the Open Molecules 2025 dataset
Level of theory: the ωB97M-V functional and the def2-TZVPD basis

Summary:
- LUMO (eV) = -4.9
- net charge = +1
- Kohn-Sham gap (eV) = 10.27
- E_HOMO (eV) = -15.2

Last column: Mulliken charge in e.
CARTESIAN COORDINATES (ANGSTROEM)
C  -1.325  0.482  0.222  0.263
C  -2.126  -0.307  0.828  -0.739
C  -0.896  1.763  -0.457  -0.256
C  1.064  0.137  -0.616  0.202
C  1.631  -1.021  -0.062  -1.118
N  0.056  0.748  -0.178  0.052
H  -3.226  -0.233  0.573  0.240
H  -1.905  -1.190  1.249  0.342
H  -1.230  1.820  -1.454  0.307
H  -0.775  2.698  0.109  0.244
H  1.499  0.640  -1.424  0.466
H  2.537  -0.619  0.251  0.329
H  1.781  -1.817  -0.796  0.372
H  1.140  -1.577  0.734  0.296


*two*
Formula: C5H8N
Source: the Open Molecules 2025 dataset
Level of theory: the ωB97M-V functional and the def2-TZVPD basis

Summary:
- LUMO (spin up / spin down) (eV) = -5.1 / -5.1
- net charge = +1
- Kohn-Sham gap (spin up / spin down) (eV) = 8.85 / 8.85
- E_HOMO (spin up / spin down) (eV) = -13.9 / -13.9

Last column: Mulliken charge in e.
CARTESIAN COORDINATES (ANGSTROEM)
C  1.221  0.397  0.012  0.620
C  -0.760  1.628  -0.129  -0.283
C  -0.908  0.294  0.685  -0.095
C  2.530  -0.214  0.141  -0.910
C  -1.902  -0.674  0.291  -0.940
N  0.456  1.158  -0.553  -0.137
H  -1.580  1.634  -0.817  0.344
H  -0.765  2.589  0.539  0.278
H  2.736  -1.242  0.515  0.340
H  3.077  0.367  0.951  0.305
H  2.940  0.039  -0.784  0.327
H  -1.633  -1.572  0.721  0.383
H  -2.221  -0.820  -0.684  0.432
H  -2.593  -0.373  1.101  0.335


*three*
Formula: C5H8N
Source: the Open Molecules 2025 dataset
Level of theory: the ωB97M-V functional and the def2-TZVPD basis

Summary:
- LUMO (eV) = -3.7
- net charge = +1
- Kohn-Sham gap (eV) = 11.35
- E_HOMO (eV) = -15.0

Last column: Mulliken charge in e.
CARTESIAN COORDINATES (ANGSTROEM)
C  -0.545  0.206  -1.209  -0.467
C  0.072  0.089  0.104  0.322
C  -1.415  0.071  -0.177  0.446
C  -2.780  -0.205  0.351  -0.965
C  2.539  0.227  0.165  -0.740
N  1.238  0.000  0.693  -0.242
H  -0.601  0.581  -2.199  0.388
H  -3.294  0.693  0.280  0.350
H  -2.898  -0.607  1.348  0.347
H  -3.338  -0.739  -0.440  0.320
H  2.403  0.266  -0.909  0.273
H  2.861  1.333  0.198  0.309
H  3.179  -0.495  0.488  0.344
H  1.195  -0.198  1.745  0.314


Which is the most stable structure? *three* is the most stable.


*one*
Formula: C6H9NO2S
Source: the Open Molecules 2025 dataset
Level of theory: the ωB97M-V functional and the def2-TZVPD basis

Summary:
- LUMO (eV) = -0.4
- Kohn-Sham gap (eV) = 8.98
- E_HOMO (eV) = -9.3

Last column: Mulliken charge in e.
CARTESIAN COORDINATES (ANGSTROEM)
C  -1.298  1.837  0.522  0.458
C  -1.410  0.193  0.494  -0.562
C  -0.346  -0.695  1.251  -0.637
C  1.271  -0.472  0.784  -0.634
C  1.272  -0.430  -0.790  -0.317
C  1.063  -1.720  -2.471  0.189
H  -1.748  3.489  1.400  0.312
H  -2.308  -0.340  0.769  0.411
H  -1.335  -0.434  -0.563  0.349
H  -0.480  -0.630  2.318  0.411
H  -0.625  -1.779  0.654  0.292
H  1.685  0.472  1.191  0.315
H  1.995  -1.362  1.015  0.347
H  0.711  0.613  -1.082  0.245
H  2.402  -0.418  -1.057  0.416
N  0.397  -1.633  -1.401  -0.402
O  -2.011  2.648  1.461  -0.435
O  -0.585  2.490  -0.266  -0.566
S  1.348  -1.830  -4.227  -0.191


*two*
Formula: C6H9NO2S
Source: the Open Molecules 2025 dataset
Level of theory: the ωB97M-V functional and the def2-TZVPD basis

Summary:
- LUMO (eV) = 0.7
- Kohn-Sham gap (eV) = 9.31
- E_HOMO (eV) = -8.6

Last column: Mulliken charge in e.
CARTESIAN COORDINATES (ANGSTROEM)
C  2.152  1.292  -0.058  -0.573
C  1.978  -0.012  -0.138  0.486
C  -0.026  0.567  0.356  0.409
C  3.060  -0.980  -0.418  -1.250
C  -2.484  -0.456  -0.773  -1.159
C  -2.035  0.257  0.521  0.857
N  0.715  -0.491  0.162  -0.509
O  -1.992  -0.481  1.705  -0.475
O  -2.621  1.446  0.701  -0.524
S  0.637  2.115  0.339  -0.205
H  2.997  1.796  -0.433  0.451
H  2.697  -2.037  -0.386  0.304
H  3.379  -0.928  -1.482  0.289
H  3.959  -0.772  0.074  0.357
H  -3.043  0.232  -1.381  0.313
H  -1.491  -0.654  -1.359  0.280
H  -3.073  -1.394  -0.597  0.339
H  -2.223  -1.345  1.574  0.255
H  -2.583  1.846  1.595  0.354


Which is the most stable structure? *two* is the most stable.